# 1
Here is a cluster of 2 separate species, C6H17NO2 in total from the OMol25 dataset. Energies are from ωB97M-V/def2-TZVPD.

Results
Multiplicity: 2
Molar mass in g mol⁻¹: 135.21
Net charge: +1
Relative energy (zero: lowest compared OMol25 entry of this formula, charge and spin) in kcal per mole: 10.3
Gap between HOMO and LUMO (spin up / spin down) in hartree: 0.3871 / 0.2044
LUMO level (spin up / spin down) in eV: -3.51 / -8.48

Last column: Löwdin charge in e.
Element x y z (Å)
1 C 0.58115 -1.77088 0.57678  -0.16
2 O 1.94424 -1.90141 0.82686  0.02
3 C 0.30852 -1.27517 -0.92061  -0.29
4 C -1.19991 -0.91616 -1.03905  -0.12
5 C -1.69630 0.09709 -0.01077  -0.20
6 C -1.02722 1.47665 -0.14460  -0.25
7 C -1.33865 2.37970 1.04231  -0.10
8 N 0.67504 -2.28541 -1.81303  0.27
9 H 0.29549 -0.88927 1.14635  0.13
10 H -0.03320 -2.62208 0.89190  0.15
11 H 2.28521 -2.71702 0.43901  0.11
12 H 0.95601 -0.41777 -1.02725  0.15
13 H -1.81521 -1.81590 -1.02109  0.13
14 H -1.34855 -0.48359 -2.03088  0.13
15 H -2.71752 0.34107 -0.31583  0.13
16 H -1.68493 -0.28646 1.00213  0.11
17 H 0.06767 1.37617 -0.11353  0.09
18 H -1.28722 1.95898 -1.08731  0.12
19 H -0.58022 3.16970 1.13033  0.08
20 H -1.18036 1.90052 2.01348  0.08
21 H -2.34716 2.78224 1.11214  0.08
22 H 0.60771 -3.24367 -1.48033  0.15
23 H 1.52357 -2.16652 -2.38309  0.17
24 H 3.59508 2.34515 1.58772  0.05
25 H 2.45099 2.13561 0.59845  0.00
26 O 2.96575 2.82841 1.01991  -0.06

Atoms 1-3, force components in eV/Å:
C 0.447 0.427 0.754
O -0.352 -0.200 -0.531
C 0.148 -0.454 0.023



# 2
Here is a cluster of 2 separate species, C6H17NS in total from the OMol25 dataset. Energies are from ωB97M-V/def2-TZVPD.

Results
SMILES: CCCS.CCNC
Molar mass in g mol⁻¹: 135.28
Relative energy (zero: lowest compared OMol25 entry of this formula, charge and spin) in kcal per mole: 20.1
Gap between HOMO and LUMO in hartree: 0.3284
LUMO level in eV: 0.86

Last column: Löwdin charge in e.
Element x y z (Å)
1 C -2.58057 1.55283 0.85245  -0.14
2 C -1.64760 2.11437 1.91742  -0.37
3 C -0.19260 1.86635 1.58676  -0.44
4 S 0.12940 -0.09930 1.75674  0.55
5 H -2.36378 1.98562 -0.12714  0.07
6 H -3.62981 1.75727 1.07361  0.07
7 H -2.44107 0.47066 0.79424  0.04
8 H -1.79187 3.19699 2.04064  0.10
9 H -1.84745 1.64613 2.88614  0.10
10 H 0.53190 2.24396 2.29896  0.04
11 H 0.08966 2.10237 0.56095  0.05
12 H 0.67923 -0.26989 0.40612  -0.14
13 C 1.32526 -2.89857 -0.08372  -0.11
14 C 1.55346 -1.93488 -1.23598  -0.28
15 N 0.77957 -0.70206 -1.09613  -0.22
16 C 0.93586 0.17755 -2.24992  -0.11
17 H 0.26075 -3.06646 0.10686  0.08
18 H 1.78757 -3.86409 -0.31221  0.07
19 H 1.76827 -2.55863 0.85326  0.06
20 H 2.61086 -1.66377 -1.26736  0.12
21 H 1.29093 -2.44188 -2.17304  0.11
22 H -0.20614 -0.87710 -0.93063  0.10
23 H 1.96963 0.52024 -2.31886  0.08
24 H 0.30439 1.06119 -2.14669  0.08
25 H 0.68415 -0.31892 -3.19246  0.08

Atoms 1-3, force components in eV/Å:
C -0.062 -0.029 0.089
C 0.176 0.320 0.020
C 0.459 -2.710 0.223



# 3
Here is a cluster of 2 separate species, C6H17NS in total from the OMol25 dataset. Energies are from ωB97M-V/def2-TZVPD.

Results
SMILES: CCCS.CCNC
Molar mass in g mol⁻¹: 135.28
Relative energy (zero: lowest compared OMol25 entry of this formula, charge and spin) in kcal per mole: 24.2
Gap between HOMO and LUMO in hartree: 0.3092
LUMO level in eV: 0.77

Last column: Löwdin charge in e.
Element x y z (Å)
1 C -1.64938 -0.80036 1.88561  -0.12
2 C -0.18424 -0.86933 2.41275  -0.34
3 C 0.50084 0.47098 2.67708  -0.56
4 S 0.95740 1.50712 1.14825  0.51
5 H -2.25200 -0.26947 2.65619  0.08
6 H -2.06638 -1.82131 1.79496  0.07
7 H -1.77597 -0.24830 0.95816  0.04
8 H -0.21970 -1.45781 3.35091  0.10
9 H 0.44040 -1.44578 1.71379  0.08
10 H 1.44389 0.27474 3.19376  0.05
11 H -0.12868 1.10518 3.31788  0.05
12 H 0.44433 0.91606 -0.17585  -0.13
13 C 1.00941 -1.54311 -1.49551  -0.09
14 C 0.72457 -0.20767 -2.18024  -0.30
15 N -0.17124 0.67799 -1.44738  -0.21
16 C -0.31165 2.02458 -2.06741  -0.10
17 H 0.09177 -2.10507 -1.21658  0.08
18 H 1.61371 -2.13012 -2.21348  0.08
19 H 1.61861 -1.37326 -0.61212  0.06
20 H 1.69343 0.32341 -2.27785  0.12
21 H 0.37169 -0.39637 -3.22306  0.12
22 H -1.11948 0.24465 -1.53062  0.14
23 H 0.67646 2.49398 -2.17246  0.09
24 H -0.93921 2.68962 -1.42982  0.09
25 H -0.76859 1.93964 -3.06695  0.08

Atoms 1-3, force components in eV/Å:
C 0.213 0.008 1.217
C -0.484 -0.269 -0.446
C -0.138 0.120 -0.811



# 4
Here is the molecule C6H17NSi2 from the OMol25 dataset. Energies are from ωB97M-V/def2-TZVPD.

Results
SMILES: C[C@H]1C[Si@@H](C)N[Si]1(C)C
Molar mass in g mol⁻¹: 159.38
Relative energy (zero: lowest compared OMol25 entry of this formula, charge and spin) in kcal per mole: 0.0
Gap between HOMO and LUMO in hartree: 0.3604
LUMO level in eV: 0.90

Last column: Löwdin charge in e.
Element x y z (Å)
1 C -1.40775 -2.22963 -0.28225  -0.14
2 C -0.50312 -1.21432 0.37776  -0.53
3 C 0.91661 -1.37462 -0.07355  -0.31
4 Si 2.09415 0.06548 0.54792  0.62
5 C 3.41431 0.48415 -0.70091  -0.26
6 N 0.60701 1.29978 0.48905  -0.18
7 Si -0.96808 0.58762 0.23090  0.45
8 C -1.61038 1.16671 -1.45848  -0.16
9 C -2.17339 1.26810 1.54928  -0.15
10 H -1.52468 -2.51033 -1.37206  0.09
11 H -2.39425 -1.92166 0.21273  0.09
12 H -1.16406 -3.21568 0.22630  0.08
13 H -0.50902 -1.42574 1.41561  0.09
14 H 1.43500 -2.34718 0.07279  0.08
15 H 1.10814 -1.10551 -1.16213  0.09
16 H 2.83871 0.28901 1.76288  -0.04
17 H 3.96330 -0.36073 -1.14490  0.02
18 H 2.88874 1.11135 -1.44991  0.02
19 H 4.27818 1.12540 -0.20723  0.06
20 H 0.76785 2.11296 1.04201  0.00
21 H -1.31757 0.44088 -2.23045  0.03
22 H -2.67810 1.16612 -1.57565  0.02
23 H -1.09258 2.04503 -1.68268  0.00
24 H -2.50201 2.19898 1.15395  0.01
25 H -3.02115 0.77786 1.95940  0.01
26 H -1.44586 1.56597 2.29962  0.02

Atoms 1-3, force components in eV/Å:
C -2.159 -1.762 1.928
C 0.738 0.033 -2.083
C 3.448 0.929 -0.609



# 5
Here is a structure of composition C6H18AlF2N3OP from the OMol25 dataset. Energies are from ωB97M-V/def2-TZVPD.

Results
Molar mass in g mol⁻¹: 244.18
Net charge: +1
Gap between HOMO and LUMO in hartree: 0.1047
LUMO level in eV: -9.68

Last column: Löwdin charge in e.
Element x y z (Å)
1 Al -0.53426 3.48539 -3.04976  1.31
2 F 0.32224 6.17001 -3.72376  -0.48
3 F -1.23451 0.97368 -4.07030  -0.49
4 O 0.08875 1.41247 -1.10767  -0.36
5 P 0.06801 0.28674 -0.13861  0.56
6 N 1.23658 0.45962 1.05674  -0.29
7 C 2.51871 1.18720 0.87525  -0.07
8 C 0.88780 0.23899 2.48211  -0.08
9 N 0.43678 -1.20758 -0.79563  -0.22
10 C 1.48154 -2.07918 -0.27665  -0.06
11 C -0.20458 -1.76236 -1.99587  -0.05
12 N -1.46194 0.01850 0.49768  -0.25
13 C -1.81891 -1.26052 1.13451  -0.06
14 C -2.53625 0.94663 0.33942  -0.10
15 H 3.18895 0.72668 1.60008  0.09
16 H 2.41869 2.24968 1.09632  0.09
17 H 2.98739 1.05766 -0.09860  0.09
18 H 0.97149 -0.77455 2.88210  0.08
19 H -0.09053 0.62292 2.76521  0.08
20 H 1.68046 0.78414 2.99186  0.08
21 H 1.33645 -2.12294 0.80673  0.08
22 H 1.37427 -3.10732 -0.61539  0.10
23 H 2.50744 -1.73911 -0.42544  0.10
24 H -0.99793 -1.06895 -2.28549  0.08
25 H 0.42537 -1.73762 -2.88757  0.11
26 H -0.59802 -2.76225 -1.81801  0.10
27 H -2.59722 -1.14794 1.88793  0.10
28 H -2.26146 -1.91561 0.37992  0.10
29 H -0.96023 -1.73710 1.60416  0.08
30 H -3.47196 0.78772 0.87713  0.10
31 H -2.83844 1.06240 -0.70578  0.10
32 H -2.32469 1.95262 0.71742  0.10

Atoms 1-3, force components in eV/Å:
Al 0.396 -0.822 -0.735
F -0.745 -2.342 0.631
F 0.545 2.124 0.965



# 6
Here is a structure of composition C6H18B4F2N2O9PS2 from the OMol25 dataset. Energies are from ωB97M-V/def2-TZVPD.

Results
Molar mass in g mol⁻¹: 438.57
Net charge: -1
Gap between HOMO and LUMO in hartree: 0.3184
LUMO level in eV: 2.29

Last column: Löwdin charge in e.
Element x y z (Å)
1 C -2.50071 2.26766 0.51521  -0.07
2 C -2.91006 0.77488 0.65558  -0.25
3 N -1.85034 0.09336 1.46040  0.10
4 B -0.70434 -0.28325 0.62889  -0.65
5 O 0.57247 0.17476 0.83480  0.23
6 B 1.33656 -0.41354 -0.17304  -0.35
7 B 2.60295 -1.47990 0.17444  -0.44
8 O 3.88692 -0.96783 0.20054  0.18
9 O 2.47778 -2.84156 0.39571  0.06
10 C 1.62077 -3.17486 1.49201  -0.23
11 C 0.49626 -4.09256 0.98377  -0.06
12 O 0.92688 -0.08107 -1.49133  0.25
13 B -0.28994 -0.72132 -1.63070  -0.72
14 P -1.15315 -0.98726 -3.31635  0.95
15 C -0.07963 -2.27426 -4.17093  -0.31
16 C -2.76384 -1.84707 -2.92048  -0.31
17 O -0.90196 -1.19255 -0.45586  0.19
18 H -2.03054 2.56099 1.46068  0.08
19 H -1.81421 2.40670 -0.32852  0.08
20 H -3.42165 2.85827 0.39907  0.07
21 H -3.03032 0.26758 -0.31834  0.10
22 H -3.86378 0.76158 1.20230  0.11
23 H -2.29199 -0.78265 1.75241  0.11
24 H 3.83908 -0.03552 -0.06132  0.11
25 H 2.21282 -3.78214 2.19802  0.12
26 H 1.25915 -2.30910 2.06726  0.13
27 H -0.18443 -4.40946 1.78910  0.08
28 H -0.06286 -3.64762 0.15077  0.07
29 H 0.98274 -5.01867 0.63722  0.08
30 H -0.06605 -3.15834 -3.51832  0.03
31 H 0.93901 -1.86919 -4.20576  0.03
32 H -0.47251 -2.48969 -5.16829  0.02
33 H -2.96763 -1.91896 -1.84500  0.03
34 H -2.76675 -2.85336 -3.36189  0.03
35 H -3.56208 -1.24156 -3.36926  0.02
36 N 1.83834 4.06427 2.64540  -0.30
37 S 2.11995 5.62337 2.65921  0.48
38 O 1.03174 6.46274 2.26938  -0.30
39 O 3.43215 6.03609 2.27420  -0.29
40 F 2.15321 5.83464 4.24169  -0.21
41 S 1.66472 3.47893 1.19797  0.51
42 O 1.09237 2.15810 1.19691  -0.27
43 O 2.73026 3.70051 0.26817  -0.29
44 F 0.47264 4.34887 0.58429  -0.20

Atoms 1-3, force components in eV/Å:
C -0.644 -0.753 0.025
C 0.665 0.899 0.327
N -0.619 -0.723 -0.259



no.,total energy (a.u.)
1,-443.69364
2,-691.70506
3,-691.69864
4,-872.57999
5,-1261.93787
6,-2463.37537